113
Properties=species:S:1:pos:R:3:mulliken_charge:R:1 method="wB97M-V/def2-TZVPD" multiplicity=1 total_charge=+1 lumo_energy_ha=-0.20931 homo_ev=-7.9
I -6.559 -0.607 2.639 0.066
Br 0.374 -2.525 -0.683 -0.121
Br -0.873 -0.862 -4.002 -0.026
Br 0.313 -2.640 -7.000 -0.197
Cl 6.905 0.834 -6.496 -0.718
Cl -7.196 -0.841 -3.306 0.010
S 4.916 0.898 -2.029 1.103
S -1.736 0.734 4.007 1.297
Na 7.136 -3.790 -5.798 0.944
F 0.826 1.624 2.428 -0.327
F 2.587 2.264 -0.479 -0.910
F -2.281 0.229 1.486 -0.276
F -3.162 1.531 4.016 -0.313
F -2.122 2.333 1.896 -0.420
F -2.587 -0.599 3.677 -0.288
F 0.309 -0.276 1.443 -0.226
F -1.958 0.403 5.555 -0.313
F -0.421 -0.153 4.048 -0.274
F -0.986 2.062 4.447 -0.280
O -5.004 -2.891 -2.602 -0.502
O 4.012 -0.878 -6.120 -0.540
O 6.244 0.350 -2.016 -0.643
O 4.929 2.295 -1.263 -0.201
O 4.693 -0.507 5.882 -0.315
O 4.831 -0.261 10.693 -0.387
O 2.389 -1.163 7.595 -0.367
O 3.796 0.110 -1.604 -0.539
O -4.372 1.912 -3.198 -0.497
C -7.154 -1.370 -0.946 -0.942
C -3.424 -1.238 -1.840 1.058
C -8.080 -0.433 -0.520 0.739
C -5.930 -0.897 -1.614 0.597
C 4.587 -1.961 -6.832 0.510
C -4.777 -1.818 -2.105 -0.577
C -2.334 -2.002 -1.471 -0.702
C 1.527 -0.973 6.476 -0.942
C -0.082 1.016 1.610 1.160
C -1.528 1.110 2.157 0.505
C -6.557 2.962 -1.591 -1.562
C -4.471 1.008 -2.402 -1.487
C 4.436 0.873 6.098 -0.731
C 3.475 -2.036 7.317 -0.563
C -9.335 -0.917 0.221 -1.191
C -7.928 0.946 -0.725 -0.337
C 0.083 1.708 0.217 -1.277
C -3.280 0.180 -1.978 0.821
C 0.888 -0.862 -4.847 -0.336
C -9.467 -0.215 1.610 -0.582
C 0.323 0.740 -0.960 -1.743
C -6.756 1.463 -1.362 0.668
C -5.789 0.567 -1.764 1.185
C -0.953 -0.028 -1.290 0.948
C 6.324 1.859 0.666 -1.178
C 4.207 -1.880 -8.299 -1.298
C -2.059 0.746 -1.698 -0.278
C 0.768 -0.862 -6.348 -0.535
C 4.945 2.289 0.176 -0.263
C -8.699 -0.971 2.722 -1.054
C 4.753 -1.259 7.073 -0.046
C -1.093 -1.427 -1.191 -0.294
C 6.096 -1.911 -6.657 -0.965
C 4.595 1.543 -3.634 -0.483
Be -3.149 3.845 2.993 0.183
H -8.674 1.680 -0.414 0.638
H -5.481 3.177 -1.528 0.318
H 3.254 -2.690 6.471 0.343
H 4.750 -0.561 11.623 0.464
H 4.978 0.707 10.638 0.450
H 3.120 -1.889 -8.405 0.271
H -6.832 3.216 -2.628 0.341
H 6.386 1.937 1.755 0.385
H 4.738 3.303 0.509 0.343
H 1.431 -1.720 -4.464 0.385
H 0.513 1.390 -1.833 0.416
H -10.247 -0.842 -0.385 0.405
H 3.591 1.027 6.775 0.299
H 1.366 0.050 -4.495 0.151
H 5.580 -1.966 6.959 0.386
H -9.016 -0.612 3.710 0.481
H 4.377 -0.057 -6.495 0.307
H 0.013 -0.175 -6.719 0.495
H -7.096 3.571 -0.856 0.471
H -1.957 1.834 -1.768 0.697
H 1.726 -0.628 -6.808 0.247
H -10.521 -0.140 1.922 0.399
H 0.991 2.402 0.249 0.302
H 6.505 -0.935 -7.063 0.118
H 4.179 -2.882 -6.398 0.212
H 4.622 -2.709 -8.877 0.419
H 7.107 2.478 0.221 0.271
H 0.862 -0.142 6.703 0.270
H -9.150 -1.981 0.458 0.323
H 3.607 -2.668 8.206 0.401
H 3.601 1.986 -3.642 0.272
H -9.067 0.811 1.599 0.357
H -8.912 -2.049 2.697 0.403
H -2.410 -3.088 -1.365 0.520
H 0.924 -1.869 6.305 0.415
H 4.054 -0.539 10.150 0.439
H 5.329 1.362 6.502 0.302
H 4.158 1.660 0.577 0.241
H 4.650 0.712 -4.336 -0.017
H -0.780 2.339 -0.045 0.475
H 4.978 -0.608 7.934 -0.117
H -7.321 -2.435 -0.778 0.453
H 6.538 0.826 0.392 0.328
H 4.564 -0.942 -8.730 0.317
H 1.206 0.100 -0.864 0.390
H 5.356 2.280 -3.878 0.365
H 6.365 -1.947 -5.592 0.186
H 6.589 -2.747 -7.183 0.235
H 4.197 1.324 5.137 0.275
H 2.092 -0.732 5.574 0.405

***

91
Properties=species:S:1:pos:R:3:mulliken_charge:R:1 method="wB97M-V/def2-TZVPD" multiplicity=4 s_squared=3.77 lumo_energy_ha="0.01408 / -0.00745" homo_ev="-6.5 / -7.4"
Co -0.368 -0.988 -0.031 -0.146
P -1.297 2.498 1.494 1.604
P -2.697 -0.650 0.640 1.089
P -0.026 0.567 -1.846 2.650
Si 1.412 -1.296 1.611 -0.121
O -0.993 -3.480 -1.269 -0.610
C -0.001 -0.675 -3.247 0.371
C -3.063 1.926 1.782 -1.570
C -3.739 1.804 -2.850 -0.800
C -3.763 -1.542 -0.571 -1.225
C -0.080 -2.564 -5.246 -0.685
C 0.559 -3.026 3.823 -1.735
C 2.683 -2.627 0.876 2.075
C -2.566 1.068 -2.746 -0.555
C 3.807 3.177 -2.211 -0.598
C 2.445 -1.410 4.269 -2.037
C -0.327 -2.893 -3.960 -1.180
C 0.049 -0.672 4.068 -1.726
C -1.488 4.362 1.104 -1.442
C 1.092 -1.582 3.506 2.528
C 2.543 1.255 -2.968 -0.716
C -0.341 -1.977 -2.918 -0.067
C 3.178 -2.092 -0.468 -2.070
C 2.847 3.431 -1.245 -0.655
C -0.809 2.871 3.247 -1.676
C -2.461 3.830 -2.596 -0.467
C -0.639 -2.369 -1.522 -0.075
C 1.513 1.547 -2.061 0.158
C 1.776 2.589 -1.156 -0.584
C 0.225 -0.302 -4.543 -0.053
C 2.103 -4.021 0.577 -1.499
C -1.329 1.693 -2.430 0.468
C -3.618 0.948 0.747 -0.520
C 3.663 2.108 -3.079 -0.792
C -1.282 3.119 -2.459 -0.625
C -3.438 -1.511 2.072 -1.427
C 2.422 0.322 1.484 -1.148
C 3.956 -2.819 1.792 -1.896
C 0.234 -1.244 -5.595 -0.947
C -3.693 3.188 -2.783 -0.497
H -0.922 1.944 3.805 0.301
H -4.451 -1.208 2.252 0.443
H -0.628 4.888 1.599 0.363
H -2.550 -0.011 -2.860 0.308
H -0.448 -3.246 3.406 0.253
H 1.279 -3.837 3.585 0.327
H 3.014 4.261 -0.532 0.389
H 3.254 0.315 2.190 0.618
H 0.317 -0.972 -6.632 0.431
H 0.413 0.375 4.053 0.269
H -3.319 -2.577 1.913 0.477
H 1.082 2.809 -0.353 0.418
H 4.759 -3.423 1.368 0.480
H 0.368 -3.107 4.900 0.525
H 0.416 0.749 -4.746 0.646
H 1.529 -4.483 1.407 0.178
H 4.641 3.836 -2.302 0.424
H -0.450 -3.910 -3.571 0.454
H 0.158 3.253 3.350 0.507
H -4.669 1.271 -3.025 0.400
H -2.981 1.455 2.797 0.410
H -0.339 3.678 -2.326 0.355
H 2.850 -0.429 4.109 0.367
H -1.576 3.565 3.683 0.410
H 3.653 -3.336 2.721 0.382
H -3.297 -1.509 -1.583 0.156
H -2.917 -1.316 2.999 0.359
H 2.323 -1.854 -1.113 0.304
H 2.204 -1.524 5.338 0.580
H -1.479 4.581 0.037 0.191
H -3.767 -2.599 -0.285 0.449
H -0.961 -0.743 3.535 0.087
H -2.547 4.907 -2.528 0.411
H 3.793 -1.198 -0.437 0.355
H -3.735 2.822 1.865 0.524
H 4.300 -1.787 2.090 0.316
H -4.640 3.764 -2.735 0.328
H -0.124 -3.386 -5.971 0.384
H -0.164 -0.837 5.130 0.640
H -2.372 4.805 1.611 0.447
H 1.769 1.179 1.835 -0.007
H -3.643 1.478 -0.247 -0.300
H -4.797 -1.161 -0.659 0.404
H 2.421 0.438 -3.660 0.626
H 3.765 -2.859 -1.013 0.490
H 3.132 -2.229 4.034 0.298
H 1.382 -3.931 -0.239 0.219
H 2.785 0.498 0.486 0.183
H -4.647 0.803 1.025 0.795
H 2.888 -4.716 0.250 0.452
H 4.437 1.950 -3.853 0.375

***

| no. | E (a.u.) | molecular weight (u) |
| --- | --- | --- |
| 1 | -12914.11140 | 1326.40 |
| 2 | -4097.64120 | 655.72 |